[1]
Molecular formula: C18H28BBrClFN4OP
Method: DFT, ωB97M-V/def2-TZVPD

Values from the calculation:
- Highest occupied orbital energy: -10.21 eV
- Energy relative to the best compared isomer or geometry (same formula, charge and spin): 0.00 kJ/mol
- Total charge: +1

CARTESIAN COORDINATES (ANGSTROEM)
Br -3.1618 3.7154 0.4265
Cl -1.4692 0.6015 -3.8097
P 1.3242 1.2047 -2.2154
F -1.0617 1.6747 1.7902
O -4.4624 2.7028 -3.3618
N -2.0259 -0.7401 3.1855
N 2.4456 -3.6183 1.5975
N -0.7283 2.6056 -0.6829
N -1.4303 1.5392 -2.4195
C -1.1566 -1.7116 3.6040
C -4.9660 0.8560 -1.6271
C -2.5518 2.0848 -1.8459
C 0.1956 2.1998 1.5530
C 3.4429 2.3075 -3.5198
C -3.2210 -2.5858 3.4458
C 4.5975 -3.3938 1.1240
C -1.8683 -2.8695 3.7746
C -3.2853 -1.2655 3.0874
C 1.8300 0.0281 -0.9051
C -2.0959 2.7624 -0.7497
C 0.1309 3.1489 0.3642
C -0.3167 1.8462 -1.7122
C 4.2408 -4.7633 0.9947
C 2.5113 2.6026 -2.3330
C 2.9093 -4.8690 1.2930
C 3.4692 -2.7128 1.4949
C 0.8612 -1.1839 -0.9385
B -4.0638 1.9184 -2.3450
H -5.2722 0.0525 -2.2956
H 4.8894 -5.5766 0.7175
H -1.4669 -3.8135 4.1026
H 1.7780 0.4459 0.0953
H -1.7735 0.2098 2.9813
H 0.1516 -1.0639 -1.7580
H -5.2697 2.3616 -3.7633
H 1.1227 3.3539 -0.0187
H 1.5017 -3.4016 1.8598
H 2.2553 -5.7234 1.3161
H 2.8363 2.0430 -4.3813
H 3.3080 -1.6670 1.6964
H 2.0076 3.5531 -2.4899
H -4.0504 -3.2718 3.4733
H 4.0809 3.1554 -3.7348
H 0.5380 2.7027 2.4510
H 2.8535 -0.2776 -1.0925
H -4.4427 0.3829 -0.7986
H 5.5708 -2.9611 0.9646
H 0.8537 1.3687 1.3168
H 4.0472 1.4282 -3.3132
H 1.3999 -2.1011 -1.1423
H 0.2705 -1.2418 -0.0311
H 3.1269 2.7027 -1.4395
H -5.8429 1.3366 -1.1959
H -0.1108 -1.4966 3.7479
H -4.1168 -0.6579 2.7732
H -0.3397 4.0720 0.6892

These are the natural (NBO) partial charges, in e, on atoms 1 to 6: atom 1 (Br): 0.199, atom 2 (Cl): 0.294, atom 3 (P): 0.793, atom 4 (F): -0.366, atom 5 (O): -0.831, atom 6 (N): -0.515

[2]
Molecular formula: C18H28BCl4N3O5S
Method: DFT, ωB97M-V/def2-TZVPD

Values from the calculation:
- Highest occupied orbital energy: -8.45 eV

CARTESIAN COORDINATES (ANGSTROEM)
Cl -3.1121 -1.0737 4.3142
Cl 5.6057 -1.4476 5.6764
Cl -5.7014 -0.0958 2.2984
Cl 2.6754 -0.0407 4.6749
S -0.4910 -0.3518 2.0037
O 3.6240 -0.3115 -1.2511
O -3.2566 -2.9098 -2.9383
O -1.4171 -0.5060 -3.9343
O 1.4009 1.6581 -4.2242
O 2.8574 1.9355 -1.0001
N -3.0629 -0.9372 -1.8126
N -1.6537 -0.6299 0.9107
N 0.7261 0.0224 1.0363
C 0.3409 3.7140 -4.8401
C -1.0966 -0.4314 -0.2835
C 1.2919 0.2850 -3.8399
C 0.2766 -0.0655 -0.2164
C -4.0912 0.4106 4.4529
C 4.1551 0.8155 5.1758
C 1.0705 0.1699 -1.3718
C -0.9006 -0.3330 -2.6844
C 5.4018 0.0734 4.7699
C -3.1052 -3.2110 -0.6118
C -4.0144 -0.3301 -0.8649
C 3.5565 -1.4658 -0.4130
C 0.2409 2.4407 -4.0303
C -3.1607 -2.3843 -1.8742
C -1.6919 -0.5629 -1.5799
C 0.4817 0.0398 -2.5994
C -5.5259 0.1987 4.0444
C 4.0641 -1.1938 0.9991
B 2.5985 0.5827 -1.1847
H 3.0730 2.3118 -1.8654
H 4.1373 1.7908 4.6921
H -0.6353 1.8946 -4.3829
H -6.1043 1.0920 4.2741
H 0.8925 -0.2903 -4.6747
H 5.3903 -0.1681 3.7100
H 2.5538 -1.8905 -0.3640
H 4.7169 -0.3275 1.0321
H 6.2764 0.6874 4.9777
H -3.9968 -3.0305 -0.0195
H -4.1380 -0.9055 0.0441
H -2.2043 -3.0018 -0.0443
H -3.6395 0.6449 -0.5711
H -3.0683 -4.2473 -0.9220
H -5.9663 -0.6444 4.5702
H 0.1015 2.7230 -2.9847
H 1.2353 4.2800 -4.5991
H 2.3132 -0.0508 -3.6791
H -4.0576 0.7114 5.4987
H 0.2463 3.5270 -5.9043
H -2.3069 -0.1302 -3.9337
H 4.1094 0.9613 6.2518
H -4.9611 -0.1629 -1.3726
H 3.2405 -1.0775 1.6944
H 4.6540 -2.0423 1.3427
H -0.5141 4.3290 -4.5566
H -3.6125 1.1821 3.8549
H 4.1779 -2.2299 -0.8707

These are the natural (NBO) partial charges, in e, on atoms 1 to 6: atom 1 (Cl): -0.059, atom 2 (Cl): -0.059, atom 3 (Cl): -0.059, atom 4 (Cl): -0.061, atom 5 (S): 0.961, atom 6 (O): -0.720

[3]
Molecular formula: C18H28EuN4S2
Method: DFT, ωB97M-V/def2-TZVPD

Values from the calculation:
- Highest occupied orbital energy (alpha / beta): -17.04 / -17.04 eV
- ⟨S²⟩: 12.018
- Energy relative to the best compared isomer or geometry (same formula, charge and spin): 96.79 kJ/mol
- Spin multiplicity: 7
- Total charge: +3

CARTESIAN COORDINATES (ANGSTROEM)
Eu -0.0577 -0.0176 0.0369
S 1.9071 -1.7257 -0.1875
S -0.1946 2.5389 0.1307
N 0.0697 -2.2679 2.4214
N 0.2445 0.2749 -2.2314
N 0.5050 0.1784 2.3254
N -0.9242 -2.1095 0.1730
C 0.7425 1.3180 3.0265
C -0.5838 2.5585 -1.6556
C -2.0007 -3.9679 -0.8598
C 0.3068 1.7076 -2.5413
C -4.6851 -2.2341 -2.3123
C -1.5787 -2.6803 -0.9015
C -1.7591 -4.7177 0.2965
C 1.5307 -1.8439 -1.9843
C -0.6441 -2.8101 1.3131
C -4.8278 -2.4198 -0.9719
C 1.0453 1.3879 4.3365
C 3.5024 -0.9892 -0.1517
C 1.1097 0.1735 5.0345
C 1.4263 3.3051 0.1900
C 0.4753 -1.0133 2.9942
C 1.3805 -0.5130 -2.7064
C -1.0855 -4.1311 1.3550
C 0.8221 -0.9956 4.3568
H 0.6316 -2.4663 -2.0832
H 2.1890 2.8076 -0.4336
H -1.7535 -2.0503 -1.8197
H -0.6390 -0.1228 -2.5922
H 4.2073 -1.6944 -0.6065
H -5.0468 -1.3255 -2.7915
H 0.2169 -3.0265 3.1310
H 1.2231 2.3270 4.8519
H 1.3520 0.1815 6.0909
H -4.2216 -2.9917 -2.9385
H 3.7682 -0.8544 0.9125
H -2.5331 -4.4202 -1.7018
H 0.0280 1.8564 -3.5947
H 0.8291 -1.9236 4.9349
H 3.5619 -0.0091 -0.6522
H 1.7614 3.2849 1.2368
H 2.3717 -2.4041 -2.4179
H 0.6449 2.3558 2.5015
H -0.8974 -4.7376 2.2506
H 2.2768 0.0913 -2.5675
H -1.6416 2.2553 -1.7303
H -2.0952 -5.7544 0.3523
H 1.3008 4.3503 -0.1256
H 1.3484 2.0145 -2.4282
H -5.3006 -1.6670 -0.3494
H 1.2629 -0.6949 -3.7865
H -4.4775 -3.3318 -0.4955
H -0.5143 3.6085 -1.9590

These are the Löwdin partial charges, in e, on atoms 1 to 6: atom 1 (Eu): 1.703, atom 2 (S): 0.834, atom 3 (S): 0.790, atom 4 (N): 0.112, atom 5 (N): -0.251, atom 6 (N): -0.095

[4]
Molecular formula: C18H28F3N3O6S3
Method: DFT, ωB97M-V/def2-TZVPD

Values from the calculation:
- SMILES: CCCOC1=C/C(=C(\[O-])O)C(CCCSC(=S)N(CC)CC)=CN1[NH2+]OS(=O)(=O)C(F)(F)F
- Highest occupied orbital energy: -8.78 eV

CARTESIAN COORDINATES (ANGSTROEM)
S -4.5765 -1.3016 0.0869
S -2.9579 0.3336 2.0129
S 1.1858 -2.0837 -3.8899
F 3.2496 -0.8359 -4.9984
F 3.7628 -2.7025 -4.0438
F 2.7394 -2.7056 -5.9404
O 2.7373 0.5585 0.4359
O 1.4482 -1.3713 -2.6352
O 0.8701 -3.4806 -3.7129
O -0.1354 3.7876 3.1707
O -0.7317 5.1198 1.4685
O 0.2983 -1.3830 -4.7851
N 1.0531 -0.2921 -1.4022
N -2.5345 -2.2414 1.4665
N 0.6547 0.7336 -0.5551
C -4.0761 1.6658 1.5178
C 3.7140 1.0428 -0.5481
C -3.3866 -1.1517 1.1754
C -2.3824 -2.5427 2.9089
C 2.8091 -2.0826 -4.7597
C 4.3100 -0.1736 -1.2796
C 1.5490 1.1591 0.3482
C -2.3422 2.8298 -0.0476
C -3.3452 2.9620 1.1364
C -1.2434 -2.0899 0.8079
C 4.3728 -1.4377 -0.3953
C 1.2392 2.2019 1.1743
C -1.2542 -2.1764 -0.7079
C -0.5526 1.2793 -0.6408
C -0.9368 2.3176 0.1651
C -0.0078 2.7836 1.0660
C -0.3038 3.9420 1.9797
C -1.1683 -1.9230 3.6262
H 3.4431 -2.0045 -0.4623
H -4.6774 1.8605 2.4109
H -1.3891 5.4394 2.1030
H -4.7986 1.3871 0.7479
H -0.7956 -1.1219 1.0719
H 3.6184 -0.3845 -2.0970
H -1.2328 -2.2381 4.6750
H -1.1902 -0.8322 3.6601
H -3.2767 -2.1839 3.4241
H -0.2064 -2.2948 3.2723
H 5.3035 0.0305 -1.6770
H 1.5550 -1.0074 -0.8912
H -1.9907 -2.8871 -1.0823
H 0.2851 -0.6665 -1.9637
H -2.3451 -3.6262 3.0507
H -0.2532 -2.4128 -1.0704
H 4.6338 -1.2308 0.6438
H 1.9478 2.5539 1.9085
H 4.4693 1.6289 -0.0203
H -4.1037 3.6606 0.7700
H -0.6281 -2.9257 1.1474
H -1.5728 -1.2086 -1.1181
H -2.2710 3.7675 -0.6048
H -1.2059 0.8449 -1.3884
H 5.1553 -2.0968 -0.7787
H 3.2154 1.7037 -1.2615
H -2.9550 3.3967 2.0616
H -2.7921 2.1063 -0.7369

These are the natural (NBO) partial charges, in e, on atoms 1 to 6: atom 1 (S): 0.040, atom 2 (S): 0.259, atom 3 (S): 2.356, atom 4 (F): -0.330, atom 5 (F): -0.329, atom 6 (F): -0.314

[5]
Molecular formula: C18H28F5N4RuS5Sb2
Method: DFT, ωB97M-V/def2-TZVPD

Values from the calculation:
- Highest occupied orbital energy (alpha / beta): -0.50 / -1.78 eV
- ⟨S²⟩: 8.793
- Energy relative to the best compared isomer or geometry (same formula, charge and spin): 46.32 kJ/mol
- Spin multiplicity: 6
- Total charge: -2

CARTESIAN COORDINATES (ANGSTROEM)
Sb -1.4985 4.4951 2.9668
Sb 0.2350 -0.1075 -1.0080
Ru 0.6016 2.2698 1.4279
S -1.4528 3.1549 0.9172
S 0.7270 3.7946 3.3931
S 1.8370 3.1400 -0.3744
S -1.7484 6.7028 2.4766
S -3.0214 3.5589 4.3956
F -2.0211 -2.2398 1.6507
F -2.7579 -0.4591 0.6185
F -4.0759 -2.1340 3.4081
F -4.7543 -0.2468 2.5781
F -4.9106 -2.0638 1.4103
N 4.3621 2.4382 -0.9501
N 2.3631 1.1945 1.6767
N 3.4487 1.3098 0.8339
N 0.0186 0.6229 2.7334
C -0.3159 -1.4700 4.5315
C 0.5143 -2.9960 -0.1246
C 0.8476 -1.3723 3.8274
C 2.2661 0.0401 2.3375
C 2.9874 -0.7109 -2.1366
C 1.3771 -0.2363 -4.0139
C -0.2907 -2.2390 -1.1829
C 1.7523 0.0795 -2.5700
C -1.0956 0.5307 3.4664
C -1.4622 0.8012 -2.0299
C -1.3060 -0.4728 4.3921
C -2.1885 -0.0705 -3.0456
C 1.0565 -0.2586 2.9630
C -4.1402 -1.3854 2.3015
C -0.1649 -2.9351 -2.5333
C -1.0651 2.1510 -2.6206
C 3.2918 2.1929 -0.0850
C -2.7534 -1.1388 1.7486
H -1.5614 -0.2941 -3.9147
H -0.4699 -2.3008 5.2114
H -1.3427 -2.2431 -0.8811
H 1.5776 -3.0067 -0.3824
H -2.1363 1.0073 -1.1973
H 0.4256 -2.5417 0.8641
H -0.3510 2.0461 -3.4430
H -2.2150 -0.4731 4.9765
H -2.5146 -1.0201 -2.6153
H 2.7965 -1.7886 -2.1699
H -1.8350 1.3128 3.3242
H 1.9811 1.1464 -2.4916
H 2.2032 0.0333 -4.6854
H 3.2948 -0.4557 -1.1193
H -0.6219 2.8009 -1.8664
H -0.7024 -2.4200 -3.3294
H 5.0100 1.6636 -0.9795
H 4.0621 2.7380 -1.8649
H -1.9505 2.6638 -3.0133
H 0.1846 -4.0400 -0.0524
H 0.4923 0.3118 -4.3454
H 3.8325 -0.5137 -2.8084
H 1.6412 -2.1013 3.9406
H -0.5541 -3.9602 -2.4732
H -3.0813 0.4496 -3.4134
H 1.1803 -1.2995 -4.1580
H 3.1079 -0.6435 2.3399
H 0.8836 -3.0114 -2.8325

These are the natural (NBO) partial charges, in e, on atoms 1 to 6: atom 1 (Sb): 1.394, atom 2 (Sb): 1.158, atom 3 (Ru): 0.680, atom 4 (S): -0.570, atom 5 (S): -0.713, atom 6 (S): -0.196

[6]
Molecular formula: C18H28F8N2O5
Method: DFT, ωB97M-V/def2-TZVPD

Values from the calculation:
- Highest occupied orbital energy: -5.83 eV

CARTESIAN COORDINATES (ANGSTROEM)
F 5.5997 -1.7497 0.5765
F -5.1822 1.7856 -1.8166
F 4.8256 0.2706 0.5923
F 3.4568 -1.4123 0.4490
F -3.7173 1.7144 1.4259
F -5.4236 2.7811 0.4083
F -3.3445 3.6465 0.2435
F -3.1009 2.5980 -1.9924
O -0.8731 -1.5955 0.8499
O -4.3537 -0.8662 -1.1457
O 4.8959 -2.3103 3.1949
O -3.5506 0.2102 -2.9270
O 3.4083 -0.5659 3.1322
N -0.7718 0.0787 -1.8056
N -5.8054 -0.3910 0.9598
C -5.0864 -0.6868 0.0220
C -4.0428 2.3796 0.2390
C -3.8809 1.6941 -1.1573
C -2.4143 -0.2944 -3.6242
C -3.4033 0.2246 -1.4517
C -1.6822 -2.7079 1.3207
C 0.2320 1.0438 -1.2629
C 4.5830 -0.9834 1.0596
C -1.9594 -0.3187 -0.9970
C -1.7071 -0.4069 0.6072
C 3.9337 -3.3509 3.1789
C 0.6858 3.1495 0.3944
C 4.5439 -1.0136 2.6316
C 3.8160 -4.0573 1.8392
C -1.1062 0.5320 -3.2273
C 2.0364 3.7466 -0.2626
C 1.3849 0.3538 -0.3247
C -0.2978 2.4264 -0.6502
H 1.8078 4.5741 -1.0448
H 3.1986 -3.4858 1.1454
H -0.2490 0.1782 -3.9273
H 3.3329 -5.0307 1.9638
H 4.2987 -4.0880 3.9031
H 2.4007 0.8571 -0.4609
H -1.1308 0.4639 1.0552
H -1.1634 1.6625 -3.3401
H -0.2099 -0.7901 -1.9844
H -1.6218 -2.6990 2.4797
H 4.7960 -4.2011 1.3789
H 1.5424 -0.7639 -0.6050
H 0.1036 4.0707 0.7998
H -0.5070 3.1923 -1.4971
H 0.8907 2.4954 1.3205
H 5.4530 -0.4379 2.8780
H 2.6801 4.2178 0.5654
H -2.5869 -0.1322 -4.7606
H -2.0613 -1.4672 -1.2100
H -1.3026 2.2301 -0.1442
H 2.9573 -3.0250 3.5499
H 1.0472 0.3243 0.7851
H -2.7698 -2.7004 0.9378
H 2.6772 2.9603 -0.7912
H -1.2377 -3.7253 0.9959
H -2.3276 -1.4321 -3.4839
H 0.8562 1.3705 -2.1937
H -2.6538 -0.5638 1.2238

These are the natural (NBO) partial charges, in e, on atoms 1 to 6: atom 1 (F): -0.353, atom 2 (F): -0.297, atom 3 (F): -0.357, atom 4 (F): -0.362, atom 5 (F): -0.289, atom 6 (F): -0.298

[7]
Molecular formula: C18H28FN3O6PS2
Method: DFT, ωB97M-V/def2-TZVPD

Values from the calculation:
- Highest occupied orbital energy: -10.52 eV
- Total charge: +1

CARTESIAN COORDINATES (ANGSTROEM)
S 0.7589 -1.6866 5.2452
S -2.0355 3.0426 0.3163
P -1.5764 -2.5911 3.1876
F -0.4252 -2.8051 0.3625
O -2.8315 -2.0042 4.0591
O -2.4472 -0.1320 0.2191
O -1.4379 3.6248 -7.6672
O -1.6812 -2.1982 0.1792
O -0.8283 -3.8410 3.9526
O -2.1459 -0.8827 -4.4837
N 1.1190 3.3713 2.0442
N 1.4127 0.2834 3.4268
N 0.0915 1.2931 0.1643
C -0.7615 2.1859 0.3041
C -4.0594 -2.2815 -4.6615
C -3.0644 -1.4280 -3.9155
C -0.3923 -1.1793 2.8754
C -0.5662 -0.4988 1.6584
C -1.6364 -0.9060 0.6553
C 1.2283 0.9718 2.2951
C 3.8610 0.0356 4.0867
C -3.2589 -1.2787 -2.4267
C 3.8587 -1.5038 4.2387
C 0.2525 0.5796 1.4031
C 2.4871 0.7101 4.3565
C 0.6094 -0.7669 3.7169
C 2.0267 2.2002 1.8886
C -1.1956 2.4519 -7.5015
C 4.4838 0.3705 2.7151
C -0.6588 1.5935 -8.6214
C -1.4161 1.7816 -6.1683
H -3.2019 -2.2544 -1.9450
H 5.3967 -0.2134 2.5898
H 2.2836 2.0716 0.8351
H -2.4774 -0.6428 -2.0294
H 1.5002 3.9464 2.7898
H 4.8297 -1.8564 3.8804
H 3.7814 0.1534 1.9015
H 4.7783 1.4231 2.6497
H -0.9501 -3.7154 4.9112
H -1.3513 0.7765 -8.8302
H 0.3168 1.1892 -8.3471
H -4.0388 -3.3020 -4.2759
H -0.5487 2.1990 -9.5187
H -1.8022 2.5117 -5.4591
H -4.2265 -0.8184 -2.2202
H 3.1230 -1.9334 3.5488
H -2.1399 0.9733 -6.2695
H 4.5457 0.4219 4.8531
H 2.5842 1.7948 4.3524
H 0.5779 -0.7470 6.2042
H -5.0626 -1.8662 -4.5533
H 3.7186 -1.8188 5.2714
H -3.7991 -2.3002 -5.7178
H 2.2193 0.4647 5.3839
H 1.2372 3.9594 1.2229
H -3.4996 -2.6944 4.1638
H 2.9085 2.3802 2.4913
H -0.4735 1.3858 -5.7881

These are the natural (NBO) partial charges, in e, on atoms 1 to 6: atom 1 (S): 0.055, atom 2 (S): 0.274, atom 3 (P): 1.338, atom 4 (F): -0.109, atom 5 (O): -0.972, atom 6 (O): -0.472

[8]
Molecular formula: C18H28FN9O2S
Method: DFT, ωB97M-V/def2-TZVPD

Values from the calculation:
- SMILES: C=CNS(=O)(=O)F.CC#N.CC#N.CC#N.CC#N.CC#N.CC#N.CC#N.CC#N
- Highest occupied orbital energy: -8.92 eV

CARTESIAN COORDINATES (ANGSTROEM)
S 1.6009 1.6833 0.1127
F 1.5329 1.5059 -1.4485
O 2.8511 2.2802 0.4093
O 1.4158 0.4017 0.6865
N 2.1977 -2.2019 -5.6268
N -0.2722 5.1734 4.5082
N 0.2895 2.6503 0.5028
N -2.7755 0.2091 0.7962
N -1.2191 -7.1323 -1.8769
N -0.1717 -3.2356 -1.5491
N 4.5303 6.1150 0.5238
N -0.8717 -6.8236 -5.6181
N -2.3146 3.4180 7.3431
C 3.4460 7.2999 2.5650
C -0.1517 -7.4723 -2.0782
C 1.2168 -7.9123 -2.3414
C -2.0011 -6.7863 -5.7531
C 1.2056 4.7462 -0.3056
C -3.4529 -6.7399 -5.9154
C -0.1531 4.0547 4.6885
C -2.0809 -0.6323 1.1236
C -0.5473 -4.5320 -3.7753
C 4.0572 6.6319 1.4162
C -3.2248 5.7542 6.6632
C -0.0070 2.6210 4.9198
C 1.8435 -1.6489 -4.6966
C -0.3392 -3.8032 -2.5227
C -2.7174 4.4398 7.0491
C 1.3901 -0.9410 -3.4993
C 0.6797 4.0256 0.7255
C -1.1817 -1.7080 1.5375
H -4.3126 5.7487 6.6823
H 0.3758 -5.0154 -4.0822
H 3.1753 6.5629 3.3183
H -3.7180 -7.0218 -6.9320
H -1.3106 -5.2862 -3.6334
H 2.5509 7.8312 2.2482
H 1.1521 -1.6582 -2.7154
H -2.8819 5.9955 5.6589
H 1.6559 -7.2963 -3.1235
H -0.1504 -1.3835 1.4170
H -0.3448 2.6419 -0.3069
H 4.1501 8.0092 2.9944
H -1.3496 -2.5895 0.9229
H 1.2124 -8.9503 -2.6657
H -1.3601 -1.9583 2.5818
H -0.8615 -3.8407 -4.5555
H -3.9213 -7.4305 -5.2174
H -0.7217 2.0745 4.3074
H 2.1710 -0.2732 -3.1449
H 1.8125 -7.8215 -1.4356
H -2.8575 6.5072 7.3567
H -3.8132 -5.7324 -5.7177
H 0.5007 -0.3586 -3.7307
H 1.0011 2.3026 4.6605
H 0.4985 4.5087 1.6714
H 0.5304 4.9205 -1.1368
H 2.2162 5.1471 -0.2778
H -0.1959 2.4029 5.9692

These are the natural (NBO) partial charges, in e, on atoms 1 to 6: atom 1 (S): 2.503, atom 2 (F): -0.480, atom 3 (O): -0.894, atom 4 (O): -0.911, atom 5 (N): -0.350, atom 6 (N): -0.387